DFT (the ωB97M-V functional and the def2-TZVPD basis) results for 12 unconnected molecules or ions with the total composition C56H84N2O32.

XYZ file:
```
174
Properties=species:S:1:pos:R:3:forces:R:3:mulliken_charge:R:1
C 1.730683 5.367550 2.365060 -1.16 0.14 -0.18 -0.814
O 2.526103 6.538887 2.608472 0.04 -2.05 -1.53 -0.289
C 3.884992 6.153528 2.298906 0.96 2.22 2.19 -0.456
C 4.741443 7.463194 2.413857 -0.24 -1.68 -2.49 -0.599
O 4.394628 8.292443 1.261904 0.16 1.01 2.07 -0.348
C 3.530127 9.371339 1.697132 -0.29 -1.25 -0.17 -0.599
H 1.652580 5.052594 1.324483 1.12 0.02 -0.39 0.324
H 0.656967 5.504412 2.493566 0.04 0.83 0.91 0.293
H 2.005398 4.515563 2.986955 0.35 0.04 0.07 0.306
H 4.156150 5.645621 1.373374 -0.96 0.22 -0.44 0.357
H 4.206460 5.498927 3.109008 0.16 -0.34 0.14 0.358
H 5.769713 7.181201 2.187492 0.18 -0.14 0.34 0.333
H 4.717866 7.898048 3.413079 -0.44 0.45 -0.25 0.384
H 2.579875 8.881553 1.909807 -0.43 0.48 -0.22 0.241
H 3.460838 10.124135 0.911902 0.03 -0.16 0.08 0.241
H 3.832498 9.805730 2.650013 0.48 0.22 -0.13 0.267
C -10.643139 -0.447284 1.053765 -0.48 1.95 0.12 -0.619
O -9.905897 0.124985 2.136917 1.53 -1.02 -0.11 -0.393
C -9.272951 -0.857721 2.939016 -0.17 -0.09 -0.32 -0.501
C -10.179753 -1.919786 3.519336 -0.11 -0.49 0.26 -0.502
O -10.512918 -3.004482 2.631075 -1.74 0.61 0.01 -0.319
C -11.889956 -3.516478 2.815248 1.60 0.57 0.01 -0.716
H -10.317964 -1.373154 0.579273 -0.04 -0.37 0.95 0.273
H -10.577018 0.275068 0.240162 -0.20 0.26 0.01 0.260
H -11.622798 -0.350150 1.521646 -0.72 -1.17 -1.13 0.229
H -8.795008 -0.301909 3.745713 -0.07 -0.12 0.12 0.367
H -8.499167 -1.419015 2.415293 0.33 0.21 -0.47 0.323
H -11.067089 -1.428121 3.918065 -0.23 -0.16 0.11 0.376
H -9.600096 -2.380494 4.319243 -0.13 0.09 0.48 0.354
H -11.964453 -4.307816 2.069368 -0.13 -0.21 0.53 0.244
H -12.714610 -2.821185 2.658373 0.37 0.68 -0.53 0.305
H -12.026524 -3.787873 3.862043 0.19 -0.76 -0.05 0.320
C 10.928713 0.054476 1.624300 1.30 0.95 0.90 -0.665
O 12.003258 0.487863 0.825864 0.76 0.24 -2.17 -0.363
C 13.176038 0.669815 1.564063 1.26 0.05 0.35 -0.477
C 14.469378 1.186409 0.830930 -2.56 -0.17 -0.67 -0.610
O 14.363728 2.469687 0.225263 0.49 -0.15 0.96 -0.360
C 13.922170 3.478083 1.164949 -0.22 -0.81 -1.41 -0.649
H 10.591668 1.004706 2.038495 -1.04 -0.35 0.49 0.266
H 11.434062 -0.507754 2.409549 -0.85 -0.55 0.43 0.331
H 10.164312 -0.520502 1.101616 0.29 0.23 -0.18 0.219
H 13.507735 -0.312976 1.899044 0.06 -0.30 0.47 0.404
H 13.015262 1.282104 2.451389 -0.32 0.16 0.23 0.395
H 14.559738 0.446902 0.035272 0.69 0.29 -0.23 0.365
H 15.281088 1.126407 1.555932 0.14 0.01 0.04 0.366
H 14.225549 4.436248 0.743063 0.05 -0.05 0.24 0.233
H 14.316113 3.316730 2.168391 0.08 0.09 0.02 0.319
H 12.835273 3.401198 1.136103 -0.15 0.36 0.54 0.225
C 2.807601 -7.683678 -4.634114 -0.07 -0.62 1.29 -0.633
O 1.664103 -7.900793 -3.801579 -0.78 -0.42 -0.18 -0.313
C 1.913644 -8.775493 -2.710968 1.36 -1.06 -1.00 -0.417
C 0.762898 -9.394552 -2.054062 -3.34 0.72 1.36 -0.528
O 0.046116 -10.416260 -2.735591 -2.03 -0.69 0.06 -0.372
C -1.361420 -10.708769 -2.213523 1.52 0.56 -0.77 -0.704
H 2.549356 -7.382048 -5.649218 -0.35 0.23 0.34 0.235
H 3.358243 -8.622326 -4.695987 0.23 -0.05 -0.18 0.307
H 3.421316 -6.959774 -4.097993 0.36 0.26 -0.49 0.259
H 2.457200 -8.272096 -1.911449 0.35 0.11 -0.03 0.293
H 2.437374 -9.675076 -3.034330 1.05 0.21 -0.48 0.304
H 0.123748 -8.538180 -1.839063 -0.81 0.09 0.07 0.342
H 0.981868 -9.791052 -1.062627 0.80 0.07 0.10 0.373
H -2.108545 -10.047553 -2.652489 0.39 0.59 0.02 0.280
H -1.452085 -10.681822 -1.127634 0.46 0.21 0.06 0.304
H -1.716827 -11.688851 -2.531675 0.87 -0.21 -0.17 0.269
C -4.888338 4.485205 -7.482144 -1.11 0.58 -1.00 -0.700
O -6.238117 4.162139 -7.087235 -0.33 -0.05 -0.20 -0.307
C -7.297446 4.415641 -8.081294 0.89 -1.21 0.74 -0.535
C -8.707243 4.187453 -7.485060 -0.51 0.91 0.26 -0.471
O -9.142607 5.261051 -6.681509 -0.70 1.98 1.28 -0.338
C -10.247570 5.187673 -5.731647 1.16 -1.75 0.30 -0.723
H -4.950820 5.481961 -7.918804 0.43 0.23 -0.10 0.285
H -4.469520 3.822539 -8.239484 -0.34 -0.32 -0.24 0.295
H -4.129539 4.501387 -6.699795 -0.80 -0.11 0.64 0.262
H -7.247668 3.661030 -8.866274 0.22 -0.52 -0.05 0.327
H -7.087715 5.317828 -8.655888 -0.45 0.65 0.61 0.400
H -8.760752 3.261467 -6.912519 0.34 -0.26 -0.10 0.351
H -9.453597 4.163516 -8.279088 0.33 -0.60 -0.64 0.315
H -11.174722 5.756724 -5.799971 0.41 0.71 -1.30 0.297
H -9.860351 5.423924 -4.740512 0.31 0.13 -0.05 0.246
H -10.613914 4.165030 -5.641750 0.15 -0.36 -0.15 0.297
C -5.878457 -8.949022 3.652497 -0.88 2.15 -2.78 0.072
O -5.611365 -9.508457 4.642085 1.11 -1.84 3.52 -0.512
N -5.730969 -7.613721 3.419207 0.35 1.59 0.11 0.079
C -5.993597 -7.079811 2.100150 -0.52 0.48 0.22 -0.948
C -5.003030 -6.709328 4.389719 -0.13 -2.15 0.01 -0.864
H -6.332036 -9.471852 2.796273 -0.08 0.07 -0.31 0.298
H -5.118787 -6.994821 1.455491 0.14 -0.34 -0.07 0.295
H -6.373483 -6.064072 2.209968 -0.10 0.04 0.01 0.286
H -6.798665 -7.649787 1.636354 0.25 -0.10 -0.22 0.382
H -4.016498 -7.168207 4.455107 0.30 0.49 0.25 0.296
H -4.928447 -5.646715 4.158647 -0.33 -0.35 -0.68 0.329
H -5.450605 -6.806805 5.378792 -0.10 -0.04 -0.07 0.288
C 1.875917 -1.255432 -10.457941 1.83 1.58 1.32 0.126
O 2.827725 -0.664358 -9.893112 -2.10 -1.32 -1.28 -0.619
N 1.972337 -2.234756 -11.345572 1.74 -4.24 -2.34 0.063
C 0.854134 -3.124017 -11.861911 0.17 2.00 1.42 -0.943
C 3.233003 -2.892284 -11.854458 1.55 1.83 1.07 -1.040
H 0.819600 -0.976116 -10.322335 0.01 0.12 0.34 0.344
H 0.249117 -3.357137 -10.985715 -0.46 -0.08 -0.34 0.364
H 1.254869 -4.057371 -12.257326 0.01 0.43 -0.07 0.342
H 0.329007 -2.514433 -12.597264 -0.37 -0.59 -0.11 0.293
H 4.160579 -2.529207 -11.411895 -0.33 1.17 0.42 0.342
H 3.465878 -3.923362 -11.588453 -1.45 -0.47 -0.28 0.372
H 3.409772 -2.664043 -12.905525 -0.58 -0.42 -0.15 0.355
C -0.477387 -1.968830 0.376228 1.14 1.15 0.09 -0.378
C -0.927543 -0.990496 -0.438491 -1.36 -1.52 0.98 0.184
C -0.262381 -0.659850 -1.755727 -1.02 0.60 -1.36 0.496
O -0.788251 -0.037934 -2.695430 0.23 -0.77 2.33 -0.613
C 1.058146 -1.211506 -1.891171 -0.22 0.55 0.90 -0.621
C 1.584133 -2.001019 -0.943742 3.01 -0.93 -1.42 0.831
C 0.856838 -2.600102 0.236244 -2.83 1.81 -1.55 0.229
O 1.124656 -3.543816 0.897058 1.71 -1.31 0.74 -0.495
O 2.879658 -2.437759 -1.124892 -1.05 -0.06 1.13 -0.470
O -2.181522 -0.551401 -0.125843 1.08 0.54 -1.03 -0.506
H -0.995351 -2.185787 1.298736 -0.30 -0.22 -0.15 0.416
H 1.616237 -0.773003 -2.705205 0.25 -0.42 -0.19 0.290
H 3.283561 -1.960263 -1.853210 0.00 0.06 -0.21 0.299
H -2.402637 0.022030 -0.863329 -0.64 0.50 -0.27 0.336
C -7.875422 9.226058 -1.013292 -0.14 -1.24 1.01 -0.836
C -7.621154 7.869925 -0.858650 -3.64 1.92 1.30 0.558
C -6.625598 7.204232 -1.645309 1.69 -1.64 -0.15 0.577
O -6.269542 6.025904 -1.519427 -1.10 1.22 0.45 -0.620
C -6.093104 8.023489 -2.657276 2.13 0.10 -2.24 -0.665
C -6.331047 9.310295 -2.910056 -0.88 0.72 -0.28 0.454
C -7.198258 10.089365 -1.950799 -0.22 1.59 -0.93 0.674
O -7.407844 11.319483 -2.104154 0.68 -3.06 0.29 -0.629
O -6.011459 9.934512 -4.054317 0.52 -0.73 0.71 -0.517
O -8.497253 7.096929 -0.149196 0.85 1.25 -0.26 -0.499
H -8.687394 9.746022 -0.526742 -0.12 -0.41 0.46 0.401
H -5.422750 7.483749 -3.309736 0.02 0.01 -0.31 0.411
H -6.317965 10.838520 -3.952258 -0.16 0.70 0.02 0.354
H -8.200087 6.184663 -0.181908 0.35 -0.45 -0.07 0.338
C 3.624876 -4.122274 7.634800 -0.01 0.23 0.46 -0.563
C 4.507198 -4.907932 8.290946 -1.07 0.87 -1.35 0.299
C 4.272745 -5.231292 9.717918 1.67 0.25 1.93 0.693
O 5.008123 -6.000308 10.357949 -0.90 0.73 -1.51 -0.622
C 3.305237 -4.386536 10.415606 -1.55 0.83 -2.22 -0.777
C 2.371874 -3.640835 9.701350 -0.21 -0.61 4.16 0.748
C 2.382844 -3.437158 8.252411 0.90 -1.14 -3.86 0.387
O 1.564982 -2.896080 7.495967 1.44 -0.78 2.58 -0.541
O 1.333892 -3.077800 10.395575 0.35 0.46 -1.35 -0.445
O 5.638800 -5.381659 7.698042 -1.40 0.27 1.09 -0.530
H 3.886703 -3.934283 6.604010 -0.46 0.29 -0.18 0.392
H 3.297796 -4.423591 11.494943 -0.21 -0.18 0.02 0.295
H 1.518790 -3.004210 11.334717 0.17 -0.28 0.14 0.315
H 5.982364 -5.820535 8.479682 1.29 -0.93 0.12 0.349
C 11.184714 -0.173381 -5.433141 0.29 0.57 0.52 -0.825
C 12.182914 0.720221 -5.625996 1.84 -0.50 -0.54 0.419
C 11.946403 2.173920 -5.643435 -2.26 1.94 0.60 0.777
O 12.750783 3.082384 -5.619878 1.39 -1.11 -0.39 -0.582
C 10.536708 2.579234 -5.560339 1.52 0.33 -0.20 -0.564
C 9.588152 1.713678 -5.329261 -2.68 0.32 0.61 0.418
C 9.761474 0.271189 -5.165074 -0.16 -3.68 0.05 0.527
O 8.840562 -0.549020 -4.873304 2.65 3.03 -0.92 -0.615
O 8.365740 2.240783 -5.104187 -0.40 0.06 -0.09 -0.520
O 13.511670 0.397751 -5.837418 -1.87 -0.85 0.38 -0.530
H 11.484563 -1.205732 -5.329578 -0.41 -0.20 -0.11 0.410
H 10.300476 3.633006 -5.547819 0.14 0.03 -0.17 0.422
H 7.661488 1.613909 -5.284892 -0.06 -0.49 0.18 0.326
H 14.017776 1.202193 -5.972798 0.01 0.57 0.08 0.338
C -2.908926 3.331269 9.816176 0.99 -1.74 0.61 -0.793
C -3.290155 2.223007 9.097405 -0.83 -0.87 0.71 0.396
C -4.035871 0.979320 9.754429 -0.46 0.41 1.27 0.721
O -4.533107 0.028536 9.130378 1.62 2.57 0.92 -0.609
C -4.103257 1.140873 11.269488 0.82 0.21 -1.65 -0.815
C -3.566206 2.187297 11.943813 0.00 -2.21 2.30 0.828
C -2.854534 3.361018 11.391940 -0.87 4.32 -0.87 0.499
O -2.532066 4.383559 12.088755 -0.80 -4.50 -2.89 -0.538
O -3.554578 2.096215 13.331195 0.40 1.07 -1.22 -0.478
O -3.164658 2.034843 7.758436 0.19 1.01 1.40 -0.526
H -2.320756 4.018993 9.226683 -0.13 0.61 0.33 0.377
H -4.427781 0.294210 11.856213 -0.43 -0.08 -0.15 0.264
H -3.620333 1.179961 13.610031 -0.22 -0.14 -0.11 0.308
H -3.608433 1.192011 7.638876 -0.28 -0.67 -0.67 0.366
```
Positions in Å, forces in eV/Å.

E_tot ... -127913.94962 eV
Kohn-Sham gap ... 7.26 eV
SMILES ... O=C1C=C(O)C(=O)C=C1O.O=C1C=C(O)C(=O)C=C1O.O=C1C=C(O)C(=O)C=C1O.O=C1C=C(O)C(=O)C=C1O.O=C1C=C(O)C(=O)C=C1O.CN(C)C=O.CN(C)C=O.COCCOC.COCCOC.COCCOC.COCCOC.COCCOC
Highest occupied orbital energy ... -9.25 eV
Net charge ... 0
LUMO ... -1.99 eV